Entry 1:
Computed, not measured: 2 unconnected molecules or ions with the total composition C23H25NO2, with ωB97M-V/def2-TZVPD.

Values from the calculation:
Energy relative to the best compared isomer or geometry (same formula, charge and spin): 4.6492 eV
Total charge: 0
Multiplicity: 1
Kohn-Sham gap: 3.5 eV
LUMO level: -2.2 eV

Geometry as XYZ:
```
51
Properties=species:S:1:pos:R:3:forces:R:3
C 1.663019 -2.468400 1.490463 0.0 -0.2 -0.1
C 1.682946 -1.038640 1.941778 -0.2 1.6 0.8
C 3.016719 -0.432231 2.102525 -0.6 -1.9 -0.4
C 3.265041 0.865330 2.803233 0.2 0.6 0.1
O 4.015135 -1.035746 1.656434 -0.1 0.5 0.1
C 0.485575 -0.368414 2.424607 2.1 -1.0 0.1
C -0.806438 -1.085999 2.179249 -0.6 -0.5 -0.3
O 0.474381 0.711669 3.033897 -0.9 0.8 -0.2
H 0.882413 -2.688227 0.755166 0.0 -0.1 0.0
H 2.631788 -2.689724 1.041843 -0.1 -0.1 -0.1
H 1.535905 -3.174040 2.329870 0.0 0.1 -0.2
H 2.368409 1.359081 3.162457 0.2 0.0 0.0
H 3.984507 0.708761 3.607074 -0.1 -0.2 0.1
H 3.804242 1.495212 2.101786 0.0 0.1 0.2
H -0.734121 -2.132685 2.490789 -0.1 0.1 0.1
H -1.668484 -0.593749 2.634003 0.2 0.0 0.2
H -0.960281 -1.102612 1.100649 -0.1 -0.3 0.1
C -3.999007 0.966143 -0.701519 -0.3 0.4 0.5
C -2.819005 0.102835 -0.740653 0.7 -1.6 -1.1
N -2.906431 -1.143352 -1.257358 -0.3 1.5 1.3
C -4.142990 -1.779115 -1.646200 -0.2 -0.3 0.0
C -1.644848 -1.720289 -1.444453 1.0 0.7 -0.4
C -0.689523 -0.708939 -1.152798 -0.5 -0.5 -1.1
C 0.622131 -0.899274 -1.553895 0.1 -0.2 -0.1
C 0.928908 -2.058281 -2.262455 -0.2 -0.4 0.2
C -0.006838 -3.085137 -2.465946 -0.6 0.2 0.1
C -1.339101 -2.944258 -2.036631 0.2 0.4 0.1
C -1.420032 0.462753 -0.658188 0.9 0.0 1.1
C -0.914502 1.609946 -0.067468 -1.7 -0.2 -1.5
C 0.331136 2.312413 -0.324189 1.9 0.6 0.2
C 1.565865 1.758064 0.083106 -0.5 0.0 -0.2
C 2.719910 2.531227 0.084299 0.1 0.5 -0.6
C 2.718715 3.820003 -0.462424 -0.3 -0.4 0.5
C 1.538288 4.351501 -1.004576 0.3 -0.2 0.1
C 0.352050 3.628129 -0.888423 -0.3 -0.5 0.1
H -3.694406 1.929021 -0.282281 -0.4 -0.1 -0.2
H -4.406240 1.087390 -1.716882 0.2 0.1 0.2
H -4.798807 0.535163 -0.091310 0.1 0.1 0.0
H -3.874031 -2.799131 -1.908394 -0.4 0.1 -0.1
H -4.856605 -1.784983 -0.818522 0.1 0.0 -0.1
H -4.602522 -1.277611 -2.505607 0.2 -0.1 0.1
H 1.368856 -0.135866 -1.381228 0.0 -0.2 -0.1
H 1.927516 -2.186009 -2.656838 0.0 0.0 0.1
H 0.266273 -3.973724 -3.030567 0.1 0.1 0.3
H -2.125743 -3.698827 -2.177240 0.7 0.3 -0.1
H -1.655600 2.154651 0.519872 0.1 0.3 -0.2
H 1.611143 0.710515 0.404068 -0.1 0.5 0.4
H 3.646818 2.131733 0.493852 -0.4 0.1 -0.4
H 3.643102 4.392069 -0.394670 -0.3 0.0 -0.3
H 1.578356 5.333392 -1.499805 -0.3 -0.6 0.3
H -0.563572 4.048271 -1.310476 0.2 -0.1 0.3
```
Forces are in eV/Å.


Entry 2:
Computed, not measured: a molecular structure, C23H26BrIrN3O4PSTe, with ωB97M-V/def2-TZVPD.

Values from the calculation:
Energy relative to the best compared isomer or geometry (same formula, charge and spin): 0.0000 eV
Total charge: 0
<S²>: 6.020
Multiplicity: 5
Kohn-Sham gap (spin up / spin down): 6.8 / 5.0 eV
LUMO level (spin up / spin down): 0.2 / -1.6 eV

Geometry as XYZ:
```
61
Properties=species:S:1:pos:R:3:forces:R:3
Ir 0.249204 0.044106 -0.093078 -0.6 0.1 -0.2
O -0.007860 -0.229138 2.002670 0.2 0.0 0.1
N 1.074092 -0.009983 2.763848 -0.2 -0.1 -0.2
C 0.807504 0.233510 4.066932 0.1 0.0 -0.1
C 1.824529 0.478629 4.944384 0.0 0.0 0.0
C 3.136306 0.475876 4.460419 0.0 0.0 0.1
C 3.376869 0.227409 3.135950 0.0 -0.1 -0.2
C 2.324561 -0.026963 2.237183 0.0 0.1 0.3
S 2.564828 -0.340978 0.563649 0.1 -0.1 0.1
H -0.249267 0.220214 4.290881 0.0 0.0 0.1
H 1.593027 0.672429 5.980049 0.0 0.0 0.0
H 3.961891 0.677548 5.128309 0.0 0.0 0.0
H 4.379378 0.223721 2.734376 0.0 0.0 0.0
Br 0.661135 0.059790 -3.135606 0.2 0.0 -0.1
C 0.533185 1.954324 -3.163899 0.0 0.1 -0.1
C 0.718707 2.580872 -4.364975 0.0 -0.1 0.1
C 0.588094 3.978082 -4.448939 0.0 0.1 0.0
C 0.257345 4.696350 -3.337117 0.0 -0.1 0.0
C 0.060219 4.055867 -2.092455 0.0 0.0 0.0
C -0.318015 4.812787 -0.953727 0.0 0.0 0.0
C -0.526930 4.204346 0.246562 0.0 0.1 0.0
C -0.331583 2.814751 0.372123 0.0 -0.2 0.0
C 0.044969 2.021897 -0.696395 -0.1 0.2 -0.1
C 0.217260 2.648655 -1.971303 0.0 -0.1 0.1
H 0.954955 2.001224 -5.246059 0.0 0.0 0.0
H 0.739123 4.470023 -5.400481 0.0 0.0 0.0
H 0.137442 5.771194 -3.390006 0.0 0.0 0.0
H -0.449983 5.881854 -1.068179 0.0 0.0 0.0
H -0.850861 4.774918 1.107123 0.0 0.0 0.0
H -0.529739 2.360434 1.337918 0.0 0.0 0.0
C -5.737940 2.446733 -1.433662 0.0 0.0 0.0
C -5.517682 1.330629 -0.440517 0.0 -0.1 0.0
O -4.191067 0.813880 -0.637445 0.0 0.0 0.2
P -3.382791 0.133300 0.565186 0.1 -0.2 -0.2
O -2.058841 -0.260620 -0.030868 0.2 -0.2 0.0
Te -3.331603 1.395743 2.537342 -0.1 0.2 0.3
O -4.268988 -1.207215 0.749573 -0.1 0.1 0.0
C -3.935250 -2.129902 1.794731 0.0 0.0 0.0
C -5.129343 -2.312716 2.703188 0.0 0.0 0.0
H -6.761834 2.816213 -1.373485 0.0 0.0 0.0
H -5.557924 2.099765 -2.451079 0.0 0.0 0.0
H -5.056866 3.271011 -1.224484 0.0 0.0 0.0
H -6.218707 0.504712 -0.582837 0.0 0.0 0.0
H -5.608555 1.691876 0.587636 0.0 0.0 0.0
H -3.076585 -1.752296 2.357101 0.0 0.0 0.0
H -3.641795 -3.064092 1.307335 0.0 0.0 0.1
H -5.363764 -1.367173 3.191272 0.0 0.0 0.0
H -4.915384 -3.057910 3.470920 0.0 0.0 0.0
H -5.999197 -2.643742 2.135866 0.0 0.0 0.0
C -1.903719 -2.182514 -2.340201 0.0 0.1 0.1
C -0.915732 -2.761599 -1.393904 -0.2 0.0 0.0
N -0.031707 -2.149574 -0.625156 0.1 0.0 -0.2
C 0.644175 -3.130122 0.070104 0.1 -0.1 0.1
C 0.155336 -4.346877 -0.267943 0.0 0.0 0.0
N -0.827793 -4.094807 -1.197332 0.0 0.1 0.0
H -2.019178 -1.119570 -2.156168 0.0 0.0 0.0
H -2.877177 -2.649010 -2.178644 0.0 0.0 0.0
H -1.595458 -2.360367 -3.372040 0.0 0.0 0.0
H 1.424977 -2.870382 0.761232 0.0 -0.1 0.0
H 0.400887 -5.340303 0.057700 0.0 0.0 0.0
H -1.412082 -4.774020 -1.653076 0.0 0.0 0.0
```
Forces are in eV/Å.


What is the total charge in the second record?
0


What is the total charge in the first record?
0